[1]
The following is a DFT calculation (ωB97M-V with the def2-TZVPD basis set) of 2 unconnected molecules or ions with the total composition C2H3Br2FO in a non-equilibrium geometry.

Last column: Mulliken charge in e.
Atoms and positions in Å:
C: -0.55308 0.80298 -0.14048  -0.2183
H: -0.08866 1.07169 -1.15339  0.3372
Br: -2.49149 0.80620 -0.23444  -0.0625
O: 0.15900 -1.10452 1.16901  -0.3477
F: -0.01628 -1.27246 -1.05255  -0.1311
Br: 2.99038 0.72609 -0.28332  -0.6026
C: -0.03551 -0.49522 0.00406  0.2602
H: 0.30582 -2.12383 1.03505  0.4069
H: -0.27019 1.58906 0.65606  0.3578

Summary:
molecular weight: 221.9 g mol⁻¹
ΔE to the lowest compared entry with this formula, charge and spin: 237.3 kJ/mol
net charge: 0
HOMO-LUMO gap (alpha / beta): 5.87 / 5.78 eV
HOMO energy (alpha / beta): -8.308 / -8.294 eV

[2]
The following is a DFT calculation (ωB97M-V with the def2-TZVPD basis set) of a molecular structure, C5H8N in a non-equilibrium geometry.

Last column: Mulliken charge in e.
Atoms and positions in Å:
C: -0.70919 -0.14808 -1.72127  -1.1082
H: -1.94786 0.66838 1.03781  0.4065
C: 1.09797 0.24444 0.42904  -0.0522
H: 1.24521 -1.94606 0.14869  0.3470
H: -0.41799 -1.13663 -2.08725  0.3255
C: 0.27467 1.02271 1.46824  -0.4846
H: 0.43081 1.62596 2.39641  0.3841
N: 0.64864 -1.09556 0.44730  -0.3394
H: -0.26533 0.70343 -2.41975  0.2771
H: 0.11365 -1.25892 1.41230  0.3786
H: -1.76769 0.04214 -1.88026  0.3468
C: -0.89003 0.67138 0.89239  -0.5936
C: -0.20624 -0.00915 -0.31614  0.7520
H: 2.39337 0.61597 0.19249  0.3605

Summary:
molecular weight: 82.1 g mol⁻¹
ΔE to the lowest compared entry with this formula, charge and spin: 473.2 kJ/mol
net charge: +1
HOMO-LUMO gap: 10.78 eV
HOMO energy: -14.683 eV

[3]
The following is a DFT calculation (ωB97M-V with the def2-TZVPD basis set) of a molecular structure, C17H25F5InO9 in a non-equilibrium geometry.

Last column: Mulliken charge in e.
Atoms and positions in Å:
O: -1.29439 5.84867 0.85641  -0.3525
O: 4.94630 -2.70222 -0.52388  -0.1969
O: 1.70397 1.65785 -0.91653  -0.1947
O: 3.81276 -4.11729 -1.70191  -0.1680
C: -0.00038 5.82688 1.45643  -0.5250
O: -1.23742 3.58383 0.78471  -0.5149
H: 4.30158 -5.06053 -3.48764  0.2992
H: 5.32438 2.44175 -1.91220  0.2750
H: -4.60744 3.81608 -0.77136  0.2910
C: -1.78732 4.63221 0.57442  0.7985
O: 3.29579 2.19105 -2.28137  -0.3252
F: -3.14441 -3.80803 -1.09414  -0.2899
H: -0.02700 5.29934 2.41097  0.2870
H: 4.78551 2.68288 -3.58101  0.2238
C: 6.19408 -2.21994 -0.03531  -0.6638
H: 0.72869 5.37035 0.78519  0.2093
H: 0.29550 6.85913 1.63886  0.2080
F: -1.91483 -4.82057 0.55158  -0.2934
F: -6.84009 0.65236 1.42086  -0.2618
C: -4.18502 -2.31300 3.33533  -0.4415
H: -5.59719 -0.61339 3.45197  0.3223
H: 6.83549 -1.90520 -0.86008  0.2889
F: -6.16002 -0.18325 -0.58954  -0.2525
H: 0.58592 -2.84588 -1.58105  -0.3588
C: -4.96645 -1.21319 2.75732  -0.6438
H: 6.69088 -2.97973 0.57008  0.2955
In: -0.56944 -2.15144 -0.40728  0.7558
C: 1.10942 1.70445 0.38557  -0.1841
C: 3.75927 -5.25250 -2.56048  -0.6687
H: 0.87382 2.73048 0.66391  0.0228
O: 6.06779 -4.33109 -1.63435  -0.5729
C: -3.25335 -2.79562 1.05973  0.1581
O: -2.99195 4.79006 0.02159  -0.3708
H: 4.43111 3.92820 -2.37367  0.2852
C: -5.76339 0.24969 0.66949  0.7772
H: -3.80823 2.95099 0.54176  0.2880
F: -4.91517 1.33831 0.45274  -0.2081
C: -4.93252 -0.88599 1.31592  0.0068
C: 2.85383 2.31738 -1.01883  0.7499
H: -2.66109 -3.96609 2.85394  0.3803
H: -3.05664 3.02160 -1.07969  0.3113
H: 2.71291 -5.43221 -2.80147  0.2072
C: 5.04400 -3.77396 -1.31924  0.6629
H: 0.19162 -1.69192 1.16161  -0.3493
C: -2.32893 -3.56551 0.04722  0.2297
C: -3.29665 -3.13044 2.48621  -0.6605
H: 0.18145 1.13537 0.35015  0.0225
C: 4.52942 2.85353 -2.53606  -0.6432
H: -1.36136 -0.63241 -1.00901  -0.3767
H: 4.15674 -6.13542 -2.05740  0.2895
C: -4.04754 -1.69031 0.47391  -0.1915
H: -3.96350 -1.46385 -0.61084  0.3824
H: 5.98878 -1.35500 0.59370  0.2130
H: -4.22360 -2.58162 4.41926  0.3113
O: 3.40929 2.92606 -0.13592  -0.5592
H: 1.76685 1.24530 1.12513  0.3083
C: -3.64185 3.56377 -0.33574  -0.5932

Summary:
molecular weight: 583.2 g mol⁻¹
ΔE to the lowest compared entry with this formula, charge and spin: 167.0 kJ/mol
net charge: -1
HOMO-LUMO gap: 7.57 eV
HOMO energy: -5.086 eV

[4]
The following is a DFT calculation (ωB97M-V with the def2-TZVPD basis set) of a single C18H34N4O3 molecule.

Last column: Mulliken charge in e.
Atoms and positions in Å:
H: -2.52024 1.01090 1.10921  0.6667
C: 2.59431 1.91005 -0.15511  -0.9090
H: 4.67217 -1.95572 1.37076  0.2705
H: -0.64086 -0.63154 -1.55178  0.1462
C: 4.36402 -1.42717 0.45047  -0.3228
H: -4.12763 -0.70644 -1.51081  0.4645
C: -3.82573 -0.19325 -0.59670  -0.9566
H: -4.17122 -1.92974 0.60813  0.2503
H: -6.15734 -0.72247 2.76281  0.3827
H: 3.23272 0.25743 1.83144  0.5131
H: 6.46093 -0.16318 -1.62584  0.3253
H: -6.29651 0.25688 0.48837  0.2773
N: -1.39125 2.02357 -1.70824  -0.0408
O: -1.09115 3.03437 0.26276  -0.7459
C: 6.22414 0.05401 0.50418  -0.6678
C: -1.40446 2.03525 -0.36613  0.1607
H: -6.33256 -1.18700 -1.51148  0.3548
C: -4.48014 -0.88340 0.60222  -0.5891
C: 0.76371 0.34318 0.33158  0.5094
C: 4.12709 0.77590 1.47813  -1.1517
H: 6.52025 1.10479 0.47432  0.3745
C: -0.54332 0.19037 1.09942  -1.8278
H: -4.17872 0.84912 -0.66069  0.2027
H: 0.85807 2.26969 0.98185  0.3280
N: 4.77824 -0.03564 0.46400  0.5475
C: -1.76028 0.91670 -2.56301  -0.6356
C: -6.00968 -0.79539 0.60132  0.7123
H: -2.77939 1.06967 -2.94474  0.2934
O: 6.40243 -2.02094 -0.73991  -0.3860
C: -6.55535 -1.30439 1.93464  -1.6154
H: -4.10559 -0.42770 1.52076  0.2861
H: 2.87558 1.09013 -0.81914  0.3724
H: -0.45274 0.71197 2.05232  0.4178
C: 6.80143 -0.67243 -0.71104  -0.7296
N: -2.37687 -0.28175 -0.49709  0.2950
H: 4.56310 2.57768 0.38035  0.3807
C: -1.78450 0.73801 0.34600  0.2887
H: -1.14864 2.89993 -2.15096  0.2737
H: -6.30585 -2.63197 -0.49716  0.3072
H: 4.75956 -3.18076 -0.76257  0.3501
N: 1.35151 1.54226 0.48402  0.1658
H: 2.43977 2.82304 -0.73848  0.3912
H: 3.36085 2.78984 1.66252  0.4514
H: -6.27747 -2.34569 2.08233  0.3335
H: 4.78298 0.94098 2.34633  0.3781
O: 1.23940 -0.55346 -0.34345  -0.7093
H: 4.60390 -1.65106 -1.67576  0.3417
C: -6.62443 -1.59301 -0.54663  -1.4673
C: 3.70685 2.11844 0.87417  -0.7666
H: 7.89276 -0.67430 -0.67971  0.3496
H: -0.71516 -0.87108 1.27871  0.3583
H: -7.71007 -1.56464 -0.48509  0.4321
C: -1.68342 -0.38686 -1.76097  -0.6247
H: -7.64030 -1.23238 1.95687  0.4485
H: -2.11566 -1.20473 -2.33986  0.5079
H: -1.07654 0.88126 -3.41533  0.4456
C: 4.99496 -2.11556 -0.75888  -0.7335
H: 6.63409 -0.40291 1.42465  0.3586
H: 3.27821 -1.46887 0.35190  0.1656

Summary:
molecular weight: 354.5 g mol⁻¹
structure (SMILES): CC(C)CCN1CCNC(=O)[C@@H]1CC(=O)NCCCN1CCOCC1
ΔE to the lowest compared entry with this formula, charge and spin: 8.4 kJ/mol
net charge: 0
HOMO-LUMO gap: 9.11 eV
HOMO energy: -8.397 eV